3 unconnected molecules or ions with the total composition H5N3S in a non-equilibrium geometry, computed with ωB97M-V/def2-TZVPD.

Last column: Mulliken charge in e.
CARTESIAN COORDINATES (ANGSTROEM)
N  0.32708  -1.41029  -0.14807  -0.42
N  0.16162  2.29398  -0.42351  -0.50
N  0.33016  -0.06790  0.11188  -0.08
S  0.46797  0.94907  -1.06918  0.23
H  0.94029  -1.64030  -0.92020  0.25
H  0.68857  -1.89990  0.64229  0.24
H  -1.75293  -0.34292  1.27089  0.03
H  0.26928  3.23123  -0.90950  0.27
H  -1.43206  -1.11298  1.44541  -0.01

Summary:
- HOMO energy (eV) = -8.26
- LUMO (eV) = -0.08
- orbital gap (eV) = 8.181
- charge = 0
- 2S+1 = 1

=====

2 unconnected molecules or ions with the total composition C5H13N2 in a non-equilibrium geometry, computed with ωB97M-V/def2-TZVPD.

Last column: Mulliken charge in e.
CARTESIAN COORDINATES (ANGSTROEM)
C  1.80408  -0.25927  1.13699  0.14
C  -1.50585  0.39764  -2.12042  -1.22
C  -1.25037  -1.12792  0.02909  -1.30
C  0.57655  1.17241  -0.34611  -0.72
C  -1.30745  0.23677  -0.66312  0.23
N  2.14038  -0.71732  2.33265  -0.37
N  0.88850  0.68421  0.92712  -0.07
H  2.56623  -0.42129  0.39912  0.30
H  -1.15220  1.12239  -2.76373  0.42
H  -1.27515  -0.61433  -2.61263  0.28
H  -2.57978  0.65791  -2.22921  0.34
H  -0.25946  -1.61903  -0.14249  0.29
H  -2.02933  -1.80562  -0.35327  0.37
H  -1.32588  -1.17217  1.04880  0.44
H  1.29638  0.66693  -1.08625  0.22
H  0.28531  2.25392  -0.54591  0.38
H  -1.85116  0.95546  -0.13449  0.45
H  2.93011  -1.31940  2.27952  0.28
H  1.66665  -0.10600  3.12013  0.30
H  0.38245  1.01470  1.72420  0.24

Summary:
- HOMO energy (eV) = -12.31
- LUMO (eV) = -3.82
- orbital gap (eV) = 8.491
- charge = +1
- 2S+1 = 1

=====

A gas-phase ion, C5H8N (charge +1) in a non-equilibrium geometry, computed with ωB97M-V/def2-TZVPD.

Last column: Mulliken charge in e.
CARTESIAN COORDINATES (ANGSTROEM)
C  -0.57532  -0.84449  -0.21693  -0.18
C  0.72232  1.03178  0.23642  -0.45
C  1.04319  -1.18630  -0.01255  -0.28
C  1.79559  -0.07238  -0.03928  -0.39
C  -1.84325  -0.00736  0.34173  -0.39
N  -0.54290  0.56117  -0.46854  -0.01
H  -1.00067  -1.52873  -0.88341  0.39
H  -2.69138  -0.26693  -0.27948  0.30
H  0.54847  1.08889  1.31201  0.23
H  0.96567  2.02458  -0.09753  0.42
H  1.31940  -2.28657  -0.01539  0.35
H  2.85856  0.28012  0.18725  0.35
H  -1.89282  0.19100  1.35414  0.30
H  -0.70685  1.01523  -1.41843  0.37

Summary:
- HOMO energy (eV) = -14.51
- LUMO (eV) = -3.78
- orbital gap (eV) = 10.730
- charge = +1
- 2S+1 = 1

=====

A molecular structure, C48H48BaN12O3PS2 in a non-equilibrium geometry, computed with ωB97M-V/def2-TZVPD.

Last column: Mulliken charge in e.
CARTESIAN COORDINATES (ANGSTROEM)
Ba  0.24513  1.40655  -0.17020  1.12
C  0.77012  -2.57276  3.26427  -0.60
C  0.49475  -1.87393  2.10110  -0.38
N  1.26578  -0.86053  1.57885  0.23
C  2.51805  -0.76495  2.13163  0.20
C  2.74098  -1.41638  3.38004  -0.10
N  1.95073  -2.35279  3.90572  -0.67
C  3.54322  0.00936  1.44157  -0.71
C  4.86458  0.02247  1.92770  -0.66
C  5.76189  0.92877  1.35622  1.04
C  5.35592  1.62776  0.19974  -0.96
C  3.99015  1.56688  -0.18799  -0.53
N  3.05914  0.77786  0.40967  0.37
C  3.47362  2.53427  -1.16679  0.44
C  4.14588  3.71595  -1.45704  -0.21
N  3.75583  4.57553  -2.37108  -0.60
C  2.65455  4.34047  -3.07234  -0.50
C  1.88024  3.23734  -2.72185  -0.19
N  2.28219  2.34627  -1.83098  -0.17
C  7.03455  1.15358  2.04659  0.69
C  7.49693  0.48787  3.16431  -0.42
C  8.82930  0.51781  3.55620  -0.43
N  9.76666  1.11345  2.83190  -0.63
C  9.38116  1.62159  1.66345  -0.38
C  8.03679  1.76955  1.26156  -0.39
H  0.00696  -3.19019  3.72875  0.38
H  -0.39562  -2.11711  1.53139  0.40
H  3.70979  -1.20030  3.92802  0.42
H  5.12042  -0.77279  2.69741  0.42
H  6.11274  2.05191  -0.44943  0.49
H  5.08939  4.02145  -0.91264  0.43
H  2.41079  5.07280  -3.84461  0.45
H  0.89100  3.15514  -3.14476  0.45
H  6.79732  0.03171  3.83531  0.40
H  9.21284  0.02494  4.47232  0.34
H  10.19667  1.97861  1.03288  0.35
H  7.84791  2.52612  0.46353  0.25
C  0.46923  7.72340  -1.88522  -1.03
C  0.41333  7.16290  -0.49002  -0.13
O  -0.90753  6.42371  -0.38251  -0.31
P  -1.10962  4.86662  -0.01558  0.85
S  0.41456  4.27334  1.19489  -0.52
S  -1.45181  3.62326  -1.52745  -0.48
O  -2.46751  4.92401  0.83781  -0.22
C  -3.76739  5.44321  0.38317  -0.40
C  -4.96977  4.65097  0.94879  -0.83
H  1.52146  8.01448  -2.07724  0.35
H  -0.06439  8.70725  -1.96837  0.32
H  0.12129  6.97607  -2.65183  0.23
H  0.40040  8.05075  0.21973  0.20
H  1.18651  6.41560  -0.24798  0.24
H  -3.72001  5.49961  -0.67124  0.45
H  -3.78102  6.50115  0.71533  0.26
H  -4.84214  3.58005  0.99579  0.07
H  -5.85731  4.80920  0.33412  0.36
H  -5.06751  4.93093  2.05160  0.26
C  -12.27237  -4.86822  2.89785  -0.85
O  -11.19136  -5.32164  2.04190  -0.42
C  -10.01232  -4.65202  2.08223  0.77
C  -9.66434  -3.71137  3.08158  -0.62
C  -8.49887  -2.97238  2.84122  -0.29
C  -7.80756  -3.04942  1.61575  0.05
C  -8.07186  -4.16219  0.74242  -0.56
C  -9.19047  -4.91960  0.96033  -0.58
C  -6.67208  -2.26695  1.31716  0.25
N  -5.92345  -2.44216  0.18140  -0.77
C  -4.92086  -1.54309  0.27880  0.71
C  -5.01565  -0.78986  1.45892  0.15
N  -6.13428  -1.21202  2.08476  -0.03
C  -4.12295  0.22352  1.82158  0.64
C  -4.12611  0.80274  3.13767  -0.66
C  -3.01607  1.57842  3.50097  -0.92
C  -1.97153  1.79810  2.59088  -0.52
N  -1.95250  1.19883  1.40252  0.69
C  -2.97439  0.41784  0.98452  -0.46
C  -2.79496  -0.40918  -0.19546  -0.73
N  -1.68823  -0.26251  -0.93641  0.21
C  -1.45383  -1.09727  -2.00890  -0.70
C  -2.31676  -2.07530  -2.35477  -0.83
C  -3.56856  -2.20097  -1.65260  -0.57
C  -3.80645  -1.34387  -0.56365  0.58
H  -13.13360  -5.50740  2.67268  0.26
H  -12.47467  -3.84545  2.76373  0.40
H  -12.11039  -5.07924  3.95966  0.31
H  -10.21403  -3.57823  4.05172  0.27
H  -8.03058  -2.35898  3.67042  0.24
H  -7.41398  -4.30185  -0.12548  0.42
H  -9.44849  -5.72213  0.36515  0.51
H  -6.60742  -0.67796  2.85333  0.37
H  -4.93596  0.72066  3.86569  0.28
H  -3.02630  2.09679  4.46501  0.41
H  -1.12812  2.43494  2.90594  0.38
H  -0.51069  -0.96326  -2.50727  0.60
H  -2.06257  -2.75006  -3.16257  0.42
H  -4.25689  -2.95737  -1.94879  0.57
C  5.84226  -2.28822  -3.44696  -0.48
C  6.69376  -2.98635  -4.56529  -0.74
N  6.02937  -4.14564  -5.11737  -0.24
C  5.74413  -5.09654  -4.02363  -0.57
C  4.91389  -4.44639  -2.86597  -0.56
N  4.55633  -3.08342  -3.24474  -0.20
C  3.82424  -3.11131  -4.54313  -0.60
C  4.69842  -3.69644  -5.69516  -0.57
H  5.45098  -1.28937  -3.76003  0.20
H  6.34264  -2.23689  -2.54470  0.48
H  7.60478  -3.34331  -4.10927  0.35
H  6.97326  -2.31777  -5.36834  0.36
H  6.71753  -5.41564  -3.54048  0.30
H  5.34265  -5.96646  -4.46752  0.35
H  5.45854  -4.47406  -1.92418  0.32
H  4.00645  -5.04251  -2.66303  0.29
H  3.48934  -2.09638  -4.74526  0.31
H  2.95142  -3.74113  -4.39069  0.35
H  4.91110  -2.92025  -6.38340  0.35
H  4.15133  -4.60256  -6.08494  0.30

Summary:
- HOMO energy (alpha / beta) (eV) = -4.56 / -7.63
- LUMO (alpha / beta) (eV) = -0.87 / -0.87
- orbital gap (alpha / beta) (eV) = 3.695 / 6.768
- ⟨S²⟩ = 0.781
- charge = 0
- 2S+1 = 2

=====

2S+1 of number 4 (C48H48BaN12O3PS2)?
2

=====

Please write out number 1 again, unchanged.
3 unconnected molecules or ions with the total composition H5N3S in a non-equilibrium geometry, computed with ωB97M-V/def2-TZVPD.

Last column: Mulliken charge in e.
CARTESIAN COORDINATES (ANGSTROEM)
N  0.32708  -1.41029  -0.14807  -0.42
N  0.16162  2.29398  -0.42351  -0.50
N  0.33016  -0.06790  0.11188  -0.08
S  0.46797  0.94907  -1.06918  0.23
H  0.94029  -1.64030  -0.92020  0.25
H  0.68857  -1.89990  0.64229  0.24
H  -1.75293  -0.34292  1.27089  0.03
H  0.26928  3.23123  -0.90950  0.27
H  -1.43206  -1.11298  1.44541  -0.01

Summary:
- HOMO energy (eV) = -8.26
- LUMO (eV) = -0.08
- orbital gap (eV) = 8.181
- charge = 0
- 2S+1 = 1

=====

Number 4 is which compound?
C48H48BaN12O3PS2